{"formula": "C29H42N3O", "method": "wB97M-V/def2-TZVPD", "elements": ["C", "C", "N", "C", "C", "C", "C", "H", "H", "H", "H", "H", "H", "H", "H", "H", "H", "H", "H", "H", "H", "H", "C", "N", "C", "O", "C", "C", "C", "C", "C", "C", "C", "C", "N", "C", "C", "C", "C", "C", "C", "C", "C", "C", "C", "C", "C", "C", "H", "H", "H", "H", "H", "H", "H", "H", "H", "H", "H", "H", "H", "H", "H", "H", "H", "H", "H", "H", "H", "H", "H", "H", "H", "H", "H"], "coordinates": [[-0.41216, -5.06967, -2.35472], [-0.45274, -4.23604, -1.09617], [0.08067, -2.83280, -1.14175], [1.59775, -2.80290, -1.23286], [2.21673, -3.15480, -2.57375], [-0.54836, -1.93785, -2.17855], [-1.94990, -2.28814, -2.64435], [-0.79324, -6.06358, -2.08676], [-1.05856, -4.68667, -3.14886], [0.60384, -5.21955, -2.72836], [-1.48110, -4.14906, -0.72562], [0.14799, -4.73479, -0.33057], [1.88613, -1.79160, -0.91443], [1.94582, -3.50123, -0.46095], [3.22696, -2.73031, -2.59699], [2.31455, -4.23788, -2.70156], [1.68230, -2.73667, -3.43078], [-0.53493, -0.94242, -1.71425], [0.12326, -1.86719, -3.04533], [-2.49916, -1.35361, -2.80592], [-1.92131, -2.79411, -3.61751], [-2.52224, -2.89071, -1.93453], [-0.73484, 5.16933, 2.35303], [-0.74383, 4.07499, 1.40677], [-0.96241, 4.29837, 0.07678], [-1.20653, 5.38829, -0.43846], [-0.84767, 2.95178, -0.63273], [0.24000, 2.98949, -1.71090], [-0.13454, 3.85929, -2.89123], [0.74928, 4.84894, -3.33281], [0.38061, 5.70550, -4.37225], [-0.87347, 5.57257, -4.98343], [-1.73056, 4.54368, -4.57596], [-1.35503, 3.67607, -3.54619], [-0.56390, 2.02586, 0.47044], [-0.40646, 0.70440, 0.23788], [-0.09275, -0.24170, 1.21574], [0.06458, -1.61376, 1.11731], [0.49788, -2.37433, 2.26227], [0.51755, -3.79721, 2.23885], [0.82213, -4.56209, 3.35401], [1.10335, -3.95127, 4.57902], [1.36342, -4.77861, 5.79439], [1.15167, -2.55120, 4.63549], [0.91826, -1.78252, 3.50140], [-0.40080, 2.70686, 1.77733], [1.05827, 2.63988, 2.24863], [-1.39582, 2.22188, 2.84259], [-0.99116, 6.09312, 1.82614], [-1.46921, 4.99172, 3.15066], [0.25632, 5.28140, 2.81660], [-1.82654, 2.70409, -1.07753], [1.16343, 3.38041, -1.24905], [0.44833, 1.95964, -2.04758], [1.71348, 4.95560, -2.82823], [1.07291, 6.48145, -4.70044], [-1.17667, 6.26046, -5.77610], [-2.69951, 4.41396, -5.05788], [-2.01687, 2.86531, -3.22943], [-0.54209, 0.42075, -0.80460], [0.04385, 0.17540, 2.21053], [-0.18742, -2.20182, 0.14643], [0.26542, -4.28941, 1.30858], [0.82431, -5.65562, 3.27951], [1.49091, -4.13912, 6.67323], [0.53379, -5.47281, 5.98408], [2.27149, -5.38408, 5.66937], [1.37911, -2.07525, 5.58906], [1.06276, -0.70466, 3.57866], [1.69352, 3.15491, 1.51417], [1.15756, 3.13307, 3.22390], [1.40601, 1.60689, 2.33257], [-2.40922, 2.51633, 2.53890], [-1.38165, 1.13797, 2.95828], [-1.15356, 2.68734, 3.80687]], "total_charge": 1, "molar_mass_da": 448.67, "e_tot_ev": -37265.1934}

{"formula": "C4H11N2", "method": "wB97M-V/def2-TZVPD", "elements": ["N", "C", "C", "C", "C", "N", "H", "H", "H", "H", "H", "H", "H", "H", "H", "H", "H"], "coordinates": [[1.80811, 1.70025, 0.51115], [0.61134, 1.20530, 1.31157], [-0.28239, 0.13904, 0.52275], [-0.31326, 0.44866, -0.95395], [-0.81851, -0.65308, -1.68070], [-0.99227, -1.93627, -0.83874], [2.23114, 0.83253, 0.15059], [2.42388, 2.21564, 1.13023], [-0.01364, 2.11089, 1.51303], [0.73401, 0.76144, 2.28732], [0.20714, -0.80685, 0.86466], [-1.34100, 0.07982, 0.97296], [-0.11552, 1.46394, -1.38030], [-0.96450, -0.69075, -2.72231], [-0.14619, -2.46664, -0.76481], [-1.83212, -2.48984, -1.12168], [-1.19621, -1.91408, 0.19824]], "total_charge": 1, "relative_energy_kcal_mol": 76.7, "molar_mass_da": 87.15}

{"formula": "C20H25Cl2NO6SSc", "method": "wB97M-V/def2-TZVPD", "elements": ["Sc", "C", "C", "O", "C", "C", "O", "C", "C", "O", "C", "C", "O", "H", "H", "H", "H", "H", "H", "H", "H", "H", "H", "H", "H", "H", "H", "H", "H", "C", "C", "C", "C", "C", "C", "C", "C", "C", "S", "C", "N", "H", "H", "H", "H", "H", "H", "H", "H", "Cl", "C", "Cl", "C", "O", "O", "H"], "coordinates": [[-0.56485, -0.05567, -0.53224], [2.30991, 0.73785, 0.48950], [1.53471, 1.96615, 0.89483], [0.17798, 1.54953, 1.07557], [-0.76036, 2.63127, 1.17586], [-1.05199, 3.22661, -0.20428], [-0.60718, 2.28086, -1.17685], [-1.20916, 2.42273, -2.46294], [-0.28587, 1.68017, -3.39285], [0.01136, 0.41914, -2.77540], [1.35338, -0.03858, -3.00052], [2.25579, 0.53440, -1.93195], [1.68781, 0.15438, -0.66692], [2.27938, -0.02064, 1.27229], [3.35055, 0.98168, 0.27316], [1.58632, 2.73419, 0.11796], [1.92291, 2.37571, 1.83093], [-0.37654, 3.38836, 1.86184], [-1.66733, 2.20154, 1.58712], [-0.52608, 4.16865, -0.37749], [-2.12736, 3.39301, -0.29806], [-1.27120, 3.47469, -2.74957], [-2.21328, 1.99080, -2.44487], [0.63852, 2.24695, -3.52295], [-0.74498, 1.50955, -4.36767], [1.69150, 0.25111, -3.99605], [1.31310, -1.12358, -2.92870], [2.30513, 1.62649, -1.98937], [3.26323, 0.12164, -2.01401], [-1.32492, -0.12933, 3.00994], [-0.24457, -1.07180, 2.58201], [0.58296, -1.64833, 3.57236], [1.52980, -2.55825, 3.21686], [1.61714, -2.99590, 1.87458], [2.50128, -4.01442, 1.45835], [2.45960, -4.45363, 0.16637], [1.53335, -3.91536, -0.74490], [0.66513, -2.90930, -0.38505], [-0.55804, -2.30898, -1.49505], [0.73294, -2.41100, 0.94492], [-0.11413, -1.38342, 1.30436], [-1.94037, -0.61942, 3.76610], [-1.97207, 0.14968, 2.18297], [-0.90110, 0.76411, 3.47029], [0.44623, -1.35183, 4.60341], [2.18815, -2.99353, 3.95918], [3.18240, -4.44904, 2.17856], [3.12246, -5.24359, -0.16077], [1.47540, -4.31617, -1.74872], [-4.58756, -1.75159, -0.01743], [-4.65062, -0.14505, -0.75473], [-4.25254, -0.21482, -2.48523], [-3.65896, 0.76498, -0.03280], [-4.04460, 1.67152, 0.66492], [-2.40760, 0.45831, -0.21776], [-5.65517, 0.24719, -0.65912]], "total_charge": 1, "relative_energy_kcal_mol": 6.6, "molar_mass_da": 523.35}

{"formula": "C25H50Br2F3NO2P", "method": "wB97M-V/def2-TZVPD", "elements": ["C", "C", "N", "C", "C", "C", "C", "C", "F", "Br", "C", "F", "F", "Br", "O", "C", "O", "H", "H", "H", "H", "H", "H", "H", "H", "H", "H", "H", "H", "H", "H", "C", "C", "C", "C", "P", "C", "C", "C", "C", "C", "C", "C", "C", "C", "C", "C", "C", "H", "H", "H", "H", "H", "H", "H", "H", "H", "H", "H", "H", "H", "H", "H", "H", "H", "H", "H", "H", "H", "H", "H", "H", "H", "H", "H", "H", "H", "H", "H", "H", "H", "H", "H", "H"], "coordinates": [[-0.51277, 0.56379, -4.30784], [-0.32107, 1.96490, -3.72186], [-1.50950, 2.76618, -3.51197], [-2.31960, 3.15616, -4.63559], [-1.49655, 3.47035, -5.86176], [-3.43646, 2.18397, -5.01203], [-4.20949, 1.52169, -3.87343], [-4.98982, 2.38919, -2.91257], [-4.14221, 3.04758, -2.06753], [-6.14480, 3.65484, -3.79966], [-5.87942, 1.46118, -2.01969], [-6.91007, 0.95396, -2.72143], [-5.13497, 0.41540, -1.58065], [-6.59395, 2.40651, -0.47131], [-3.00015, 4.39514, -4.28852], [-2.27567, 5.21765, -3.46396], [-1.54893, 6.10088, -3.88904], [0.40635, 0.02004, -4.10495], [-1.31755, 0.05821, -3.78859], [-0.63961, 0.56055, -5.38072], [0.10284, 1.81194, -2.73228], [0.43127, 2.51814, -4.26617], [-2.06162, 2.41951, -2.74541], [-1.05846, 2.59081, -6.31888], [-0.71559, 4.18676, -5.64141], [-2.15121, 3.92698, -6.58974], [-3.00708, 1.37760, -5.59464], [-4.12234, 2.70006, -5.67188], [-4.94018, 0.86181, -4.32837], [-3.53958, 0.89274, -3.30057], [-2.48575, 5.13333, -2.39699], [2.55790, -1.12582, -1.79752], [1.25537, -1.46642, -1.07885], [0.76315, -0.33656, -0.17212], [1.52610, -0.15920, 1.14973], [1.11315, -1.26246, 2.51048], [-0.69113, -1.23653, 2.67450], [-1.44281, 0.10261, 2.73955], [-1.36531, 0.91370, 4.03739], [-1.66300, 0.12379, 5.30841], [1.78134, -0.57076, 4.02769], [3.29081, -0.37032, 4.24612], [4.14002, -1.61747, 4.49674], [3.56483, -2.59555, 5.51607], [1.40562, -3.02483, 2.26688], [2.77557, -3.70978, 2.11399], [3.78825, -3.09290, 1.13376], [3.92492, -3.89233, -0.16128], [3.36310, -0.87913, -1.10237], [2.89094, -1.96554, -2.40554], [2.41672, -0.27063, -2.46104], [1.37463, -2.39727, -0.51864], [0.48895, -1.66165, -1.83153], [-0.30013, -0.47583, 0.03919], [0.83687, 0.60239, -0.72360], [1.29400, 0.83777, 1.54259], [2.60470, -0.14508, 0.97978], [-0.95277, -1.87547, 3.52157], [-1.05687, -1.77373, 1.79365], [-2.49380, -0.12861, 2.55509], [-1.12954, 0.74081, 1.90889], [-2.09221, 1.72310, 3.95635], [-0.39800, 1.41416, 4.12514], [-2.69711, -0.22276, 5.32064], [-1.51343, 0.75057, 6.18627], [-1.01617, -0.74791, 5.42408], [1.32969, -1.09915, 4.86959], [1.35108, 0.43379, 4.05406], [3.38668, 0.28661, 5.11279], [3.71022, 0.18403, 3.40240], [5.12189, -1.28887, 4.84066], [4.32636, -2.12651, 3.54991], [3.54108, -2.15632, 6.51422], [4.17770, -3.49497, 5.56483], [2.55015, -2.91472, 5.26542], [0.77181, -3.31004, 1.42173], [0.91551, -3.48448, 3.13388], [2.57003, -4.73641, 1.80633], [3.22581, -3.80800, 3.10124], [4.77002, -3.06106, 1.60861], [3.53445, -2.05628, 0.90397], [4.36782, -4.86764, 0.03971], [4.57122, -3.37672, -0.87084], [2.95770, -4.05548, -0.64108]], "total_charge": 1, "molar_mass_da": 644.46, "e_tot_ev": -189842.3896}

{"formula": "CH6NS", "method": "wB97M-V/def2-TZVPD", "elements": ["C", "N", "S", "H", "H", "H", "H", "H", "H"], "coordinates": [[-0.78626, -0.52665, 2.21881], [0.11954, 0.51688, -1.12758], [-1.53182, -0.72582, 0.75571], [-0.06219, 0.12937, 2.38603], [-1.20018, -1.27539, 2.90673], [0.04494, 0.63464, -0.13699], [0.63602, 1.22941, -1.69682], [0.65993, -0.31155, -1.04247], [-0.86458, 0.40179, -1.42956]], "total_charge": 1, "relative_energy_kcal_mol": 26.4, "molar_mass_da": 64.13}